Record 1
Formula: C21H16ClGaN2O3
Source: OMol25
Level of theory: the ωB97M-V functional and the def2-TZVPD basis

The geometry in XYZ format:
```
44
Properties=species:S:1:pos:R:3:mulliken_charge:R:1
Ga -16.587 0.514 2.445 0.566
O -12.933 -1.909 -0.343 -0.666
C -14.068 -2.486 -0.766 0.239
C -13.932 -3.500 -1.674 -0.526
C -15.050 -4.167 -2.194 -0.286
C -16.387 -3.785 -1.801 -0.914
C -16.472 -2.668 -0.903 -0.370
C -15.338 -2.100 -0.378 0.386
C -15.495 -0.936 0.543 0.634
O -16.597 -0.398 0.774 -0.627
N -14.371 -0.463 1.098 -0.897
N -14.625 0.507 2.008 0.511
C -13.722 1.218 2.589 0.021
C -14.064 2.271 3.505 0.466
C -13.058 2.783 4.383 -0.763
C -13.311 3.798 5.260 -0.530
C -14.619 4.327 5.299 -0.429
C -15.599 3.834 4.481 -0.519
C -15.386 2.724 3.649 0.605
O -16.448 2.237 3.046 -0.685
H -13.160 -1.150 0.320 0.578
H -12.953 -3.765 -2.060 0.415
H -14.880 -4.943 -2.944 0.355
H -17.246 -4.279 -2.299 0.351
H -17.372 -2.252 -0.438 0.422
H -12.653 1.059 2.307 0.406
H -12.015 2.568 4.292 0.340
H -12.531 4.228 5.890 0.390
H -14.864 5.184 5.889 0.393
H -16.648 4.109 4.440 0.405
Cl -14.170 -4.174 6.246 -0.220
C -15.370 -3.228 5.445 0.161
C -15.664 -3.449 4.144 -0.528
C -16.563 -2.669 3.448 -0.444
C -17.129 -1.550 4.135 0.388
C -18.010 -0.608 3.297 -1.376
C -16.772 -1.261 5.433 -0.412
C -15.869 -2.084 6.095 -0.502
H -15.200 -4.208 3.556 0.465
H -16.909 -2.958 2.488 0.504
H -18.696 -0.088 3.987 0.548
H -18.568 -1.158 2.500 0.383
H -17.144 -0.356 5.912 0.391
H -15.688 -1.740 7.106 0.369
```

Output
Energy above the lowest of the compared OMol25 structures with the same formula, charge and spin ... 7.8 kcal per mole



Record 2
Formula: C2H9O2
Source: OMol25
Level of theory: the ωB97M-V functional and the def2-TZVPD basis

The geometry in XYZ format:
```
13
Properties=species:S:1:pos:R:3:mulliken_charge:R:1
O 0.038 1.298 -1.800 -0.667
H 0.607 0.320 -0.650 0.429
H 0.482 1.852 -2.462 0.322
H -0.713 0.894 -2.257 0.341
C -0.179 -0.120 1.163 -0.137
O 1.047 0.003 0.202 -0.366
C -1.026 -1.319 0.899 -0.922
H 0.302 -0.114 2.115 0.320
H -0.708 0.792 0.912 0.263
H 1.846 -0.484 -0.056 0.425
H -0.612 -2.261 1.239 0.325
H -1.910 -1.132 1.503 0.342
H -1.371 -1.403 -0.131 0.326
```

Output
Energy above the lowest of the compared OMol25 structures with the same formula, charge and spin ... 10.3 kcal per mole
Net charge ... +1



Highest occupied orbital energy in hartree, matching the order above: -0.30460; -0.63444
Gap between HOMO and LUMO in Ha, matching the order above: 0.285; 0.500